Entry 1:
Density functional theory data (ωB97M-V with the def2-TZVPD basis set) for a cluster of 2 separate species, C3H8NOP in total in a non-equilibrium geometry.

Values from the calculation:
E_tot in Eh: -590.35618
Spin multiplicity: 1
LUMO in eV: 0.66
Energy above the lowest of the compared OMol25 structures with the same formula, charge and spin in kJ/mol: 255.1
HOMO energy in eV: -8.60
Gap between HOMO and LUMO in eV: 9.26

Last column: Löwdin charge in e.
Positions of all 14 atoms, in Å:
C -0.99466 -1.63421 -0.46404  -0.49
C 0.40666 -0.17379 1.41396  -0.16
C -0.52570 0.27931 0.26372  -0.54
N -0.79459 -1.72709 -1.74123  0.11
O -1.18798 -2.43534 0.38416  0.06
P 0.11240 1.28334 -1.10449  0.75
H 1.34574 -0.42921 0.79571  0.09
H 0.45324 0.70460 2.11736  0.08
H -0.08593 -1.12074 1.73209  0.06
H -1.50842 0.53060 0.49296  0.03
H -0.74865 -0.90066 -2.31122  0.04
H -1.12952 -2.64427 -2.36313  0.21
H 1.34447 0.82766 -1.26846  -0.16
H 0.65813 2.31106 -0.16177  -0.06

---

Entry 2:
Density functional theory data (ωB97M-V with the def2-TZVPD basis set) for an isolated molecule of C3H8NOPS in a non-equilibrium geometry.

Values from the calculation:
E_tot in Eh: -988.58000
Spin multiplicity: 1
LUMO in eV: 0.50
Energy above the lowest of the compared OMol25 structures with the same formula, charge and spin in kJ/mol: 61.6
HOMO energy in eV: -8.71
Gap between HOMO and LUMO in eV: 9.22
SMILES string: OC1CN([PH2]=S)C1

Last column: Löwdin charge in e.
Positions of all 15 atoms, in Å:
O -2.26438 0.81366 -0.62663  0.01
C -1.42790 0.47737 0.34710  -0.45
C -0.67742 -0.87392 0.27961  -0.12
N 0.61868 -0.11432 0.25642  -0.36
P 2.00735 -0.56432 -0.38817  0.18
S 3.66128 0.26811 0.17297  0.10
C -0.09155 1.22256 0.37280  -0.09
H -1.94470 0.29029 -1.40888  0.13
H -2.08788 0.49348 1.26088  0.16
H -0.86338 -1.54916 1.20310  0.15
H -0.98262 -1.38048 -0.60502  0.09
H 2.08542 -0.85070 -1.82191  -0.02
H 1.76030 -1.90334 -0.04974  -0.02
H 0.16592 1.98387 -0.36525  0.12
H 0.04087 1.68691 1.37273  0.12